{"formula": "C3H7N3O", "method": "ωB97M-V/def2-TZVPD", "species": ["N", "N", "C", "C", "C", "O", "N", "H", "H", "H", "H", "H", "H", "H"], "xyz": [[1.6411, -1.4714, 0.1645], [0.5842, -0.5874, -0.3966], [0.6554, 0.8218, -0.1474], [-0.8592, 1.2251, -0.0788], [-1.6521, -0.1362, 0.0609], [-2.8286, -0.3247, 0.1211], [-0.7314, -1.0733, -0.0878], [1.7370, -1.5318, 1.1307], [2.4265, -1.0939, -0.3398], [1.1705, 1.3297, -0.9683], [1.0718, 1.1672, 0.8626], [-1.2118, 1.8914, -0.8384], [-1.0503, 1.8427, 0.8567], [-0.9530, -2.0590, -0.3392]], "charge": 0, "spin_multiplicity": 1, "fmax_ev_per_a": 4.27, "gap_ev": 9.3, "e_lumo_ev": 0.89, "e_tot_ev": -9740.0302, "de_lowest_kcal_mol": 69.25}